Record 1
{"formula": "C9H15BrO2", "method": "ωB97M-V/def2-TZVPD", "e_lumo_ev": [0.6, 0.6], "multiplicity": 1, "max_force_ha_per_bohr": 0.0642, "relative_energy_ev": 0.0000, "homo_ev": [-7.1639, -7.1650], "orbital_gap_ev": [7.81, 7.81], "species": ["C", "C", "C", "C", "C", "C", "C", "C", "C", "O", "O", "Br", "H", "H", "H", "H", "H", "H", "H", "H", "H", "H", "H", "H", "H", "H", "H"], "xyz": [[-1.58740, -1.04427, -1.46713], [-0.14590, -2.01717, 0.46554], [-1.52641, -1.55633, -0.04150], [-1.61209, -0.10642, -0.31746], [0.68434, 0.16121, 0.46793], [-2.65997, -2.38372, 0.51350], [0.56307, 2.45318, -0.55859], [2.72809, 1.57563, 0.39932], [1.42068, 1.21013, -0.31949], [0.87227, -1.10466, 0.07802], [0.40831, 0.35929, 1.78070], [-3.03660, 1.04667, 0.17026], [-0.68478, -1.08903, -2.06492], [-2.49283, -1.22816, -2.03423], [-0.17811, -2.10829, 1.55622], [0.14246, -2.97345, 0.02425], [-2.59441, -2.45140, 1.60169], [-2.63353, -3.39550, 0.10035], [-3.61661, -1.92880, 0.25443], [1.11921, 3.17584, -1.15058], [0.27810, 2.93231, 0.37741], [-0.34359, 2.18657, -1.09431], [2.52865, 2.11962, 1.32144], [3.33804, 2.20553, -0.24241], [3.29061, 0.67762, 0.64053], [1.66041, 0.74985, -1.28178], [0.32324, 1.30435, 1.94467]], "atomic_forces_ev_per_a": [[-0.14, 0.10, 0.04], [-0.47, -0.25, 0.23], [0.07, 0.23, -0.04], [2.64, 0.19, 0.75], [-3.07, -0.41, -1.15], [0.09, 0.03, -0.17], [0.00, -0.28, -0.14], [-0.11, -0.19, -0.14], [0.11, 0.09, 0.15], [0.41, 0.79, 0.53], [0.51, -0.49, -0.48], [-0.04, -0.16, -0.01], [0.12, 0.07, -0.09], [-0.12, -0.09, 0.08], [0.05, -0.02, -0.09], [-0.01, 0.07, 0.06], [-0.05, 0.02, 0.00], [-0.05, -0.02, 0.08], [0.01, -0.04, 0.02], [0.11, 0.11, 0.02], [-0.04, 0.08, 0.11], [-0.08, -0.01, 0.04], [0.02, 0.04, 0.07], [0.05, 0.08, -0.03], [0.15, -0.04, 0.07], [-0.09, -0.01, 0.11], [-0.08, 0.10, -0.02]], "nbo_charge": [-0.469, -0.056, -0.159, -0.261, 0.775, -0.605, -0.592, -0.599, -0.324, -0.500, -0.688, 0.011, 0.208, 0.212, 0.190, 0.198, 0.210, 0.208, 0.226, 0.214, 0.191, 0.243, 0.199, 0.220, 0.218, 0.235, 0.497]}

Record 2
{"formula": "C9H15CdFO17S2", "method": "ωB97M-V/def2-TZVPD", "e_lumo_ev": 2.3, "multiplicity": 1, "max_force_ha_per_bohr": 0.1198, "charge": -2, "homo_ev": -0.7565, "orbital_gap_ev": 3.08, "species": ["Cd", "S", "O", "O", "O", "O", "S", "O", "O", "O", "O", "C", "O", "C", "O", "O", "C", "H", "H", "H", "H", "H", "H", "C", "O", "C", "O", "O", "C", "H", "H", "H", "H", "H", "H", "C", "C", "O", "C", "O", "O", "F", "H", "H", "H"], "xyz": [[7.87700, -1.06621, 5.85375], [10.55982, -2.31499, 7.95471], [10.14903, -2.65167, 6.59703], [9.99284, -3.17530, 8.93825], [12.04008, -2.12876, 8.07996], [9.79415, -1.05436, 8.04406], [5.31298, -3.83187, 8.13632], [6.12375, -5.03664, 8.17931], [5.74982, -3.25874, 9.39045], [5.68882, -2.93993, 7.08201], [3.91688, -4.06955, 8.00300], [4.92551, 3.29850, 3.81023], [4.42750, 3.25025, 5.18153], [4.83656, 2.40796, 6.10075], [5.85132, 1.65965, 6.03502], [4.09188, 2.55620, 7.18496], [4.13253, 1.49731, 8.15906], [4.61033, 4.25848, 3.40133], [4.53266, 2.48510, 3.20018], [6.01416, 3.29182, 3.75630], [3.75398, 2.05309, 9.01691], [5.07190, 0.97400, 8.33747], [3.40696, 0.72907, 7.89176], [3.80684, -2.09705, 2.65609], [4.64188, -1.96048, 1.47994], [5.94671, -1.79937, 1.60099], [6.57898, -1.47972, 2.59692], [6.44863, -1.97761, 0.41487], [7.83192, -1.68005, 0.18163], [2.89331, -2.60482, 2.34668], [3.61202, -1.07841, 2.99151], [4.37594, -2.63234, 3.41615], [8.47522, -2.14333, 0.92973], [8.07699, -0.61806, 0.16712], [8.12021, -2.17829, -0.74398], [14.23644, 2.05041, 3.27773], [13.53572, 3.30920, 2.88825], [12.24214, 3.10022, 3.39228], [12.07522, 1.83365, 3.68883], [11.04029, 1.26719, 3.95546], [13.17181, 1.10400, 3.25401], [13.61233, 3.40210, 1.50110], [14.65815, 1.91098, 4.27313], [15.05374, 1.63099, 2.69104], [13.94771, 4.23606, 3.28738]], "atomic_forces_ev_per_a": [[0.74, -1.35, 1.55], [0.92, 2.70, 1.40], [-0.38, -1.99, -4.08], [0.03, -2.27, 1.33], [-1.45, -0.29, -0.31], [-0.03, 2.77, 0.69], [1.65, -1.07, 1.97], [0.40, -2.25, -1.38], [-0.42, 2.07, 2.48], [1.46, 2.57, -3.80], [-3.00, -0.75, 0.10], [0.47, -0.07, 0.74], [-0.72, 0.94, -1.50], [4.25, -2.62, 0.36], [-3.29, 2.14, -0.33], [0.11, -0.25, -0.75], [-0.80, 0.05, 0.63], [-0.29, -0.13, 0.25], [-0.08, -0.06, 0.29], [0.00, -0.29, 0.35], [0.28, -0.58, 0.37], [0.24, 0.64, -0.27], [-0.04, 0.07, -0.15], [1.07, 0.63, -0.02], [-0.95, -0.64, -0.21], [0.60, 1.08, 2.53], [-0.96, -0.50, -1.03], [1.13, -0.05, -2.20], [0.62, -0.76, 0.51], [0.26, 0.04, 0.03], [-0.26, -0.18, 0.29], [-0.33, -0.04, 0.12], [-0.26, 0.09, 0.35], [-0.45, 0.03, -0.07], [-0.42, 0.32, -0.19], [1.04, -2.43, 0.74], [1.21, 0.28, 0.11], [0.57, 2.58, -0.40], [-2.70, -5.27, -1.67], [1.86, 1.90, 0.29], [-0.54, 0.89, 0.80], [-0.85, 0.16, 0.52], [-0.11, 1.23, 0.47], [-0.31, 0.69, -0.86], [-0.24, -0.03, -0.04]], "nbo_charge": [0.874, 2.570, -1.002, -0.980, -1.053, -1.072, 2.600, -0.928, -0.935, -1.020, -1.048, -0.246, -0.513, 0.983, -0.662, -0.504, -0.264, 0.185, 0.192, 0.206, 0.182, 0.241, 0.196, -0.255, -0.514, 0.978, -0.643, -0.501, -0.262, 0.190, 0.185, 0.233, 0.212, 0.189, 0.185, -0.165, 0.435, -0.474, 0.947, -0.513, -0.475, -0.352, 0.210, 0.219, 0.168]}

Record 3
{"formula": "C9H15Cl2EuFN2O4S", "method": "ωB97M-V/def2-TZVPD", "e_lumo_ev": [-9.0, -8.8], "multiplicity": 8, "max_force_ha_per_bohr": 0.0719, "charge": 2, "homo_ev": [-15.1686, -15.1687], "orbital_gap_ev": [6.15, 6.34], "s2": 15.7590, "species": ["C", "C", "Cl", "C", "Cl", "C", "C", "C", "O", "F", "O", "S", "O", "O", "C", "C", "N", "C", "N", "H", "H", "H", "H", "H", "H", "H", "H", "H", "H", "H", "H", "H", "H", "H", "Eu"], "xyz": [[0.65457, -3.55935, 1.13538], [-0.23381, -2.31728, 1.27666], [0.36671, -1.39436, 2.67611], [-0.20044, -1.55655, -0.06572], [-1.48066, -2.33103, -1.10060], [-0.52365, -0.02547, -0.01898], [-1.68883, 0.37674, 0.94317], [-2.94912, 0.69844, 0.08452], [-3.70383, -0.14251, -0.44914], [-3.25771, 1.91003, -0.08686], [-1.01164, 0.33972, -1.32935], [0.13184, 0.66964, -2.43136], [-0.56538, 1.12988, -3.56158], [0.97453, -0.43817, -2.72702], [1.06845, 2.08438, -1.81399], [0.70555, 2.29386, -0.33513], [1.76663, 3.10897, 0.23029], [0.72157, 0.84671, 0.38426], [1.94166, 0.11291, 0.28631], [0.63075, -4.18352, 2.02226], [0.45426, -4.09750, 0.21241], [1.67538, -3.18101, 1.05732], [-1.24750, -2.69742, 1.44704], [0.72556, -1.78838, -0.57365], [-1.99031, -0.40681, 1.66812], [-1.50391, 1.27988, 1.51718], [0.80669, 2.94177, -2.42235], [2.12503, 1.86393, -1.93905], [-0.24315, 2.81482, -0.20697], [1.70302, 3.04110, 1.24662], [2.67581, 2.70163, 0.02756], [0.59285, 1.04700, 1.44757], [2.71358, 0.54395, 0.77787], [2.19309, -0.15341, -0.66370], [-4.02760, -1.53263, 1.28481]], "atomic_forces_ev_per_a": [[0.55, 0.63, 0.04], [0.85, -0.96, -0.64], [-0.51, 0.11, 0.12], [-1.15, 0.32, 0.67], [-0.19, -0.30, 0.52], [0.81, -0.31, -0.03], [-1.87, 0.27, -1.07], [-0.22, -1.84, -1.46], [1.15, 1.33, 1.30], [0.31, 1.43, 0.06], [0.59, 0.53, 0.76], [0.99, 1.25, -3.33], [-1.64, 0.69, -0.35], [0.50, -0.99, 1.93], [-1.00, -0.44, 1.10], [1.56, -1.25, 0.13], [-0.23, -0.28, 0.73], [-0.62, 0.79, 0.14], [0.15, -0.41, -0.55], [-0.25, -0.20, -0.07], [-0.28, -0.22, 0.12], [0.09, -0.08, -0.02], [-0.26, 0.39, 0.41], [0.08, 0.42, -0.13], [0.87, 0.25, -0.07], [0.34, -0.05, 0.12], [-0.16, -0.05, -0.20], [0.00, -0.19, 0.00], [-0.14, -0.12, -0.07], [-0.02, 0.58, -0.07], [-0.04, 0.15, -0.28], [-0.01, 0.11, 0.06], [-0.04, -0.09, -0.10], [0.21, 0.19, 0.20], [-0.41, -1.67, 0.04]], "lowdin_spin": [0.000, 0.000, 0.000, 0.000, -0.003, 0.000, -0.002, -0.001, -0.017, 0.000, 0.000, 0.000, 0.000, 0.000, 0.000, 0.000, 0.000, 0.000, 0.000, 0.000, 0.000, 0.000, 0.000, 0.000, -0.002, 0.000, 0.000, 0.000, 0.000, 0.000, 0.000, 0.000, 0.000, 0.000, 7.026]}

Record 4
{"formula": "C9H15Cl2NRu", "method": "ωB97M-V/def2-TZVPD", "e_lumo_ev": [-0.4, -1.4], "multiplicity": 5, "max_force_ha_per_bohr": 0.1636, "relative_energy_ev": 3.8370, "homo_ev": [-6.7212, -8.5563], "orbital_gap_ev": [6.36, 7.18], "s2": 6.0271, "species": ["Ru", "Cl", "Cl", "C", "H", "H", "C", "C", "H", "C", "H", "C", "H", "H", "C", "H", "H", "C", "H", "H", "H", "H", "C", "C", "N", "H", "H", "H"], "xyz": [[-1.55120, 1.46769, 1.76527], [-0.01370, 2.97813, 0.99537], [-0.77217, 2.26410, 3.72731], [2.04037, -0.89575, -0.06112], [2.32835, -1.52039, 0.81316], [1.96796, 0.19165, 0.25161], [-1.14619, 0.46911, 0.31140], [1.43123, -1.26764, -1.17164], [-1.05541, -0.60811, 0.23983], [1.39372, -0.33175, -2.37113], [0.46130, -1.71237, -0.97286], [0.95692, 1.16357, -2.25980], [2.42943, -0.30272, -2.70257], [0.78125, -0.75846, -3.16418], [-0.54164, 1.42210, -2.26671], [1.43092, 1.73074, -1.45077], [1.31306, 1.58826, -3.21130], [-1.43239, 1.05531, -1.01404], [-0.75169, 2.48257, -2.48092], [-0.94549, 0.88405, -3.14566], [-1.90883, 1.98207, -0.64663], [-2.07007, 0.23290, -1.39530], [-0.60696, -2.51461, 3.53008], [-0.83612, -1.18438, 3.00281], [-1.25402, -0.16195, 2.61153], [-1.20743, -2.68017, 4.44299], [0.44823, -2.66602, 3.80868], [-0.88941, -3.30795, 2.81461]], "atomic_forces_ev_per_a": [[0.79, 2.06, -0.91], [0.20, 0.92, -0.99], [0.05, 0.62, 2.06], [3.71, 2.85, 6.99], [0.24, 0.20, -1.11], [-0.43, -1.07, -0.06], [-0.42, -1.00, -1.85], [-3.91, -0.60, -5.46], [0.95, -0.36, 0.54], [0.74, -0.51, 0.10], [-0.75, -0.20, -0.12], [0.01, -0.02, 0.06], [0.19, 0.12, -0.44], [0.08, -0.20, -0.09], [-0.28, -0.13, 0.08], [0.07, -0.31, -0.03], [0.07, 0.05, 0.33], [-0.02, 0.29, -0.30], [0.33, -0.33, 0.21], [-0.02, 0.11, 0.45], [-0.60, -0.12, -1.28], [-0.61, 0.80, 0.13], [0.39, -0.88, 0.57], [-1.84, 2.53, -0.95], [1.07, -5.85, 2.55], [0.21, 0.29, -0.40], [-0.35, 0.15, -0.18], [0.13, 0.58, 0.12]], "lowdin_spin": [1.506, 0.168, 0.157, 0.808, 0.056, 0.074, 0.031, 0.788, 0.007, 0.100, 0.080, 0.041, 0.016, 0.003, 0.019, 0.002, 0.002, 0.038, 0.001, 0.002, 0.019, -0.004, 0.006, 0.040, 0.036, 0.001, 0.003, 0.000]}

Record 5
{"formula": "C9H15ClN5", "method": "ωB97M-V/def2-TZVPD", "e_lumo_ev": [-3.9, -3.9], "multiplicity": 1, "max_force_ha_per_bohr": 0.0947, "relative_energy_ev": 0.0000, "charge": 1, "homo_ev": [-10.5272, -10.5267], "orbital_gap_ev": [6.63, 6.63], "species": ["C", "C", "C", "C", "C", "C", "C", "C", "C", "N", "N", "N", "N", "N", "Cl", "H", "H", "H", "H", "H", "H", "H", "H", "H", "H", "H", "H", "H", "H", "H"], "xyz": [[0.99331, 1.56499, 0.37335], [1.67797, -1.18372, -0.17676], [2.20351, 2.22277, 0.04366], [3.64692, 0.28583, 0.04975], [-1.18597, 2.57076, 0.04739], [-0.26049, -1.72574, 1.08059], [1.12691, -3.56226, -0.07434], [-0.30473, -1.89631, -1.29532], [0.61582, -2.12501, -0.15876], [2.77862, -0.75777, -0.01146], [3.37497, 1.52630, 0.02142], [2.24758, 3.58192, -0.38172], [-2.06303, 3.54065, 0.12730], [0.04570, 2.58513, 0.43053], [5.22015, -0.28672, -0.06172], [-1.59680, 1.70674, -0.42608], [0.33817, -1.68365, 1.95810], [-0.82230, -0.82524, 0.95026], [-0.87354, -2.57641, 1.21019], [1.44378, -3.87951, 0.88093], [0.58828, -4.35075, -0.50489], [1.87940, -3.45397, -0.78771], [-0.01096, -2.26740, -2.27821], [-1.15206, -2.48974, -1.03546], [-0.52147, -0.85552, -1.37844], [3.12789, 4.04156, -0.73250], [1.48190, 3.80177, -0.96944], [-3.05129, 3.46245, -0.18282], [-1.90519, 4.43730, 0.37998], [0.48172, 3.38101, 0.87256]], "atomic_forces_ev_per_a": [[2.54, -0.19, -1.04], [4.53, 1.47, 0.99], [-1.68, -1.65, -0.37], [-0.05, 2.20, -0.33], [-0.08, -0.50, -0.15], [1.08, -0.58, -0.25], [0.59, 1.50, -0.37], [-0.31, -0.67, -1.73], [-2.23, 0.24, 1.69], [-4.48, -1.43, -0.62], [0.82, -0.72, 0.12], [1.67, 0.25, 0.53], [-2.97, -1.31, -1.06], [-0.96, 0.44, 0.36], [1.44, -0.23, 0.09], [0.32, -0.84, -0.07], [0.55, 0.35, 0.82], [-0.17, 0.46, -0.15], [-1.12, -0.76, 0.13], [0.70, 0.01, 1.03], [-1.95, -0.57, -0.48], [2.31, -0.79, -0.73], [0.54, 0.05, 0.08], [-1.07, -0.04, -0.04], [-0.50, 0.69, -0.10], [-1.21, -1.28, 0.81], [-0.50, 0.27, -0.69], [1.40, -0.65, 0.19], [1.30, 3.20, 1.26], [-0.51, 1.08, 0.08]], "nbo_charge": [-0.221, 0.764, 0.174, 0.293, 0.354, -0.552, -0.583, -0.579, -0.224, -0.344, -0.352, -0.860, -0.734, -0.547, 0.099, 0.207, 0.224, 0.227, 0.224, 0.235, 0.248, 0.221, 0.230, 0.230, 0.220, 0.420, 0.372, 0.427, 0.403, 0.424]}

Record 6
{"formula": "C9H15N3O3", "method": "ωB97M-V/def2-TZVPD", "e_lumo_ev": [-8.7, -11.7], "multiplicity": 3, "max_force_ha_per_bohr": 0.0940, "charge": 2, "homo_ev": [-15.6894, -15.6837], "orbital_gap_ev": [6.95, 4.00], "s2": 2.0394, "species": ["C", "C", "C", "C", "C", "C", "C", "C", "C", "N", "N", "N", "O", "O", "O", "H", "H", "H", "H", "H", "H", "H", "H", "H", "H", "H", "H", "H", "H", "H"], "xyz": [[2.33035, -1.05550, 2.18240], [1.80484, 0.24067, 2.02056], [2.11725, -2.22201, 1.38587], [0.75967, -1.41680, -0.72327], [-1.07973, 1.45397, 0.49397], [0.15994, 1.93454, 1.28949], [-0.58625, 0.60217, -0.68428], [-3.08844, 1.75399, -3.02965], [-1.83335, 0.33812, -1.54010], [1.46661, -2.24323, 0.16691], [2.59637, -3.38005, 1.86990], [0.66575, 0.73359, 1.83506], [0.98003, -1.40878, -1.90705], [-0.05981, -0.58765, -0.02108], [-2.22691, 1.60743, -1.88637], [3.06960, -1.05130, 2.84939], [2.39167, 1.18426, 2.25418], [-1.75755, 0.92554, 1.24093], [-1.64901, 2.37443, 0.12793], [0.99041, 2.37006, 0.64942], [-0.20604, 2.61311, 2.06571], [0.08484, 1.12000, -1.30616], [-4.09967, 1.52615, -2.78776], [-2.59879, 1.12234, -3.86429], [-3.05582, 2.95086, -3.27847], [-2.65309, -0.21632, -0.92039], [-1.40238, -0.16888, -2.37794], [1.38366, -3.24902, -0.22685], [3.07133, -3.48913, 2.73151], [2.42453, -4.36257, 1.39043]], "atomic_forces_ev_per_a": [[-2.22, 0.44, -2.46], [0.16, 2.75, 0.90], [-1.37, -1.67, -1.29], [-0.13, 3.10, -1.40], [-0.58, 1.33, -0.04], [-0.34, 0.37, -0.22], [-3.31, -0.17, 2.00], [2.31, 2.29, -1.49], [-0.41, -0.83, 1.35], [1.00, -4.54, 1.31], [-1.46, -1.71, -2.83], [0.20, -0.57, -0.62], [-0.67, -0.43, 2.03], [0.77, -0.76, -1.11], [-0.50, 1.08, -0.09], [3.07, -0.50, 2.64], [0.74, -1.35, 0.15], [0.77, 0.34, -1.27], [0.90, -1.34, 0.35], [-1.07, -0.26, 0.62], [0.38, -0.07, 0.14], [1.47, 0.37, -0.55], [-0.75, -0.59, 0.02], [-1.30, 1.14, 0.95], [0.02, -3.20, 0.38], [1.43, 0.47, -1.28], [-0.63, -1.05, -0.91], [0.57, 2.09, 0.68], [0.53, 0.43, 1.02], [0.41, 2.84, 1.02]], "lowdin_spin": [0.486, 0.122, 0.068, 0.004, 0.054, 0.107, 0.005, 0.000, 0.007, 0.039, 0.112, 0.802, 0.010, 0.056, 0.002, 0.023, 0.051, 0.000, 0.003, 0.027, 0.019, 0.001, 0.000, 0.000, 0.000, 0.000, 0.000, 0.000, 0.001, 0.001]}